# 1
The following is a quantum chemistry calculation of C3H7N2 as an isolated structure, from the Open Molecules 2025 dataset.

The calculation puts the LUMO energy at -4.689 eV. For the HOMO energy, the calculation gives -13.80 eV. As for the charge: +1. The calculation puts the energy relative to the best compared isomer or geometry (same formula, charge and spin) at 34.1 kcal per mole. Its orbital gap is 9.11 eV.

Each line ends with the Mulliken charge.
Cartesian coordinates (Å):
C1 -0.021 -0.749 -0.146  -0.59
C2 -0.978 -0.607 0.802  0.25
C3 0.604 0.358 -0.597  0.07
N1 1.343 0.271 -1.688  -0.38
N2 -1.117 0.363 1.716  -0.47
H1 0.078 -1.612 -0.789  0.32
H2 -1.910 -1.219 0.786  0.33
H3 0.314 1.298 -0.220  0.34
H4 1.500 -0.707 -2.111  0.25
H5 2.094 0.854 -2.045  0.27
H6 -0.024 1.112 1.895  0.33
H7 -1.885 0.637 2.396  0.28

***

# 2
The following is a quantum chemistry calculation of a 5-piece molecular cluster, C23H33ClF12N2O9 overall, from the Open Molecules 2025 dataset.

The calculation puts the LUMO energy at 0.324 eV. For the HOMO energy, the calculation gives -9.86 eV. The calculation puts the energy relative to the best compared isomer or geometry (same formula, charge and spin) at 0.0 kcal per mole. Its orbital gap is 10.18 eV.

Each line ends with the Mulliken charge.
Cartesian coordinates (Å):
C1 3.155 0.929 6.835  -1.41
C2 3.246 0.280 5.452  -0.26
C3 4.486 -0.582 5.169  -0.32
Cl1 4.159 -2.283 5.644  -0.20
C4 5.807 -0.087 5.766  0.59
N1 5.968 -0.296 7.201  -0.66
C5 6.095 1.362 5.315  -0.88
C6 7.553 1.516 5.788  -0.63
C7 8.082 0.108 5.514  0.25
O1 9.227 -0.246 5.600  -0.55
N2 6.988 -0.776 5.178  -0.54
H1 2.221 1.490 6.883  0.40
H2 3.082 0.164 7.611  0.29
H3 3.980 1.596 7.074  0.41
H4 2.386 -0.389 5.387  0.20
H5 3.089 1.020 4.664  0.36
H6 4.643 -0.597 4.088  0.52
H7 5.083 -0.501 7.647  0.24
H8 6.519 -1.139 7.319  0.29
H9 5.372 2.142 5.533  0.48
H10 6.174 1.291 4.224  0.34
H11 8.058 2.266 5.186  0.44
H12 7.557 1.753 6.849  0.27
H13 6.909 -0.843 4.168  0.36
C8 -1.553 2.611 3.345  -1.07
C9 -2.141 2.386 4.720  -0.22
O2 -2.275 0.977 5.006  -0.36
C10 -1.185 0.361 5.426  0.32
O3 -0.102 0.836 5.601  -0.48
C11 -1.503 -1.118 5.719  0.97
F1 -2.236 -1.660 4.741  -0.25
F2 -2.189 -1.220 6.863  -0.27
F3 -0.381 -1.820 5.838  -0.24
H14 -2.149 2.101 2.588  0.31
H15 -1.535 3.676 3.118  0.38
H16 -0.535 2.228 3.285  0.28
H17 -3.151 2.782 4.781  0.33
H18 -1.544 2.860 5.498  0.32
C12 -3.407 -4.860 2.816  -1.20
C13 -1.903 -4.767 2.678  -0.16
O4 -1.481 -5.095 1.337  -0.31
C14 -1.569 -4.122 0.448  0.34
O5 -1.955 -3.005 0.627  -0.53
C15 -1.045 -4.618 -0.914  0.93
F4 -1.518 -5.830 -1.212  -0.27
F5 0.293 -4.686 -0.893  -0.27
F6 -1.402 -3.779 -1.883  -0.23
H19 -3.757 -5.847 2.513  0.36
H20 -3.697 -4.685 3.851  0.38
H21 -3.904 -4.121 2.188  0.31
H22 -1.411 -5.495 3.319  0.32
H23 -1.535 -3.779 2.948  0.29
C16 -0.417 -2.387 -4.339  -1.01
C17 -0.840 -2.629 -5.771  -0.30
O6 -1.764 -1.614 -6.223  -0.31
C18 -1.226 -0.478 -6.628  0.17
O7 -0.067 -0.192 -6.669  -0.51
C19 -2.340 0.471 -7.107  1.13
F7 -3.375 0.488 -6.261  -0.27
F8 -2.803 0.079 -8.307  -0.27
F9 -1.893 1.718 -7.227  -0.25
H24 -1.289 -2.309 -3.699  0.31
H25 0.213 -3.203 -3.991  0.33
H26 0.144 -1.456 -4.254  0.35
H27 -1.384 -3.566 -5.861  0.32
H28 0.014 -2.671 -6.446  0.33
C20 -4.761 2.297 -10.814  -1.21
C21 -4.372 2.955 -9.509  0.20
O8 -3.822 4.269 -9.734  -0.34
C22 -4.698 5.244 -9.909  0.32
O9 -5.890 5.158 -9.899  -0.52
C23 -3.952 6.581 -10.096  0.93
F10 -2.923 6.451 -10.937  -0.25
F11 -3.478 7.001 -8.915  -0.25
F12 -4.772 7.509 -10.574  -0.24
H29 -3.910 2.273 -11.495  0.32
H30 -5.098 1.277 -10.633  0.37
H31 -5.565 2.845 -11.306  0.37
H32 -3.590 2.383 -9.021  -0.09
H33 -5.216 3.016 -8.823  0.37

***

# 3
The following is a quantum chemistry calculation of an isolated molecule of C19H25BrN2O5, from the Open Molecules 2025 dataset.

The calculation puts the LUMO energy at 0.513 eV. For the HOMO energy, the calculation gives -8.38 eV. The calculation puts the energy relative to the best compared isomer or geometry (same formula, charge and spin) at 0.3 kcal per mole. Its orbital gap is 8.89 eV.

Each line ends with the Mulliken charge.
Cartesian coordinates (Å):
C1 4.739 0.710 3.948  -1.00
C2 4.450 2.200 3.811  -0.63
C3 3.282 2.521 2.876  -0.31
C4 3.513 2.116 1.415  -0.78
C5 2.947 0.740 1.068  -0.69
O1 1.521 0.763 1.111  -0.10
C6 0.902 0.072 2.085  0.61
O2 1.510 -0.572 2.915  -0.69
C7 -0.552 0.205 1.969  -0.56
C8 -1.447 -0.387 2.801  1.06
C9 -1.058 -1.229 3.970  -1.83
N1 -2.804 -0.235 2.604  0.04
C10 -3.768 -0.936 3.425  -1.14
C11 -3.327 0.689 1.696  0.36
O3 -4.522 0.870 1.587  -0.70
N2 -2.417 1.401 0.999  -0.14
C12 -1.037 1.018 0.787  -0.42
C13 -0.876 0.219 -0.495  0.36
C14 0.028 0.610 -1.464  -0.33
C15 0.173 -0.154 -2.611  -0.70
Br1 1.428 0.353 -3.937  -0.19
C16 -0.582 -1.295 -2.825  0.69
O4 -0.428 -2.017 -3.956  -0.64
C17 -1.510 -1.677 -1.838  0.99
O5 -2.216 -2.814 -2.141  -0.54
C18 -3.174 -3.265 -1.214  -0.84
C19 -1.643 -0.927 -0.686  -0.66
H1 3.824 0.163 4.164  0.20
H2 5.177 0.312 3.036  0.25
H3 5.442 0.538 4.760  0.39
H4 5.346 2.714 3.455  0.31
H5 4.210 2.605 4.797  0.36
H6 3.105 3.599 2.919  0.34
H7 2.382 2.031 3.250  0.10
H8 4.581 2.113 1.192  0.50
H9 3.037 2.843 0.754  0.35
H10 3.214 0.469 0.042  0.34
H11 3.305 -0.028 1.757  0.41
H12 -1.465 -0.809 4.888  0.39
H13 -1.445 -2.240 3.859  0.38
H14 0.022 -1.276 4.048  0.38
H15 -3.684 -0.648 4.473  0.30
H16 -3.644 -2.015 3.334  0.32
H17 -4.756 -0.655 3.062  0.42
H18 -2.817 2.032 0.320  0.30
H19 -0.442 1.935 0.705  0.59
H20 0.632 1.492 -1.329  0.47
H21 -1.036 -2.768 -3.928  0.35
H22 -3.951 -2.514 -1.045  0.35
H23 -3.620 -4.152 -1.661  0.24
H24 -2.708 -3.533 -0.261  0.32
H25 -2.348 -1.220 0.076  0.39

***

# 4
The following is a quantum chemistry calculation of C21H34ClN9O6Rb as an isolated structure, from the Open Molecules 2025 dataset.

The calculation puts the LUMO energy at 2.070 eV. For the HOMO energy, the calculation gives -5.72 eV. As for the charge: -1. The calculation puts the energy relative to the best compared isomer or geometry (same formula, charge and spin) at 1.7 kcal per mole. Its orbital gap is 7.79 eV.

Each line ends with the Mulliken charge.
Cartesian coordinates (Å):
Rb1 0.050 -0.851 1.010  0.76
C1 1.283 0.958 4.373  -0.12
C2 -0.161 0.824 4.851  -1.00
N1 -1.046 0.339 3.783  0.15
C3 -2.384 0.905 3.812  -0.65
C4 -3.298 0.190 2.819  -1.17
N2 -2.997 0.450 1.432  0.57
C5 -3.860 1.337 0.686  -1.01
C6 -3.340 2.765 0.510  -0.60
C7 -2.136 2.864 -0.428  -0.60
N3 -0.861 2.644 0.239  0.61
C8 -0.282 3.855 0.786  -0.93
C9 0.907 3.525 1.668  -0.68
N4 0.500 2.671 2.761  0.08
C10 1.586 2.254 3.629  -0.84
H1 1.505 0.086 3.754  -0.07
H2 1.962 0.891 5.229  0.42
H3 -0.532 1.791 5.202  0.42
H4 -0.188 0.140 5.707  0.46
H5 -1.114 -0.672 3.865  0.07
H6 -2.316 1.966 3.554  0.35
H7 -2.845 0.836 4.813  0.44
H8 -4.333 0.485 3.039  0.29
H9 -3.235 -0.886 3.021  0.48
H10 -2.707 -0.344 0.883  -0.11
H11 -4.852 1.379 1.164  0.34
H12 -4.011 0.916 -0.314  0.42
H13 -3.082 3.188 1.487  0.19
H14 -4.160 3.369 0.106  0.41
H15 -2.147 3.846 -0.929  0.34
H16 -2.236 2.111 -1.213  0.05
H17 -0.237 2.172 -0.407  -0.09
H18 -1.041 4.351 1.400  0.42
H19 0.025 4.577 0.009  0.35
H20 1.334 4.450 2.072  0.44
H21 1.698 3.063 1.046  0.36
H22 -0.044 1.889 2.415  -0.18
H23 1.771 3.056 4.357  0.31
H24 2.530 2.128 3.072  0.36
N5 -2.281 -1.423 -1.136  -0.37
N6 -2.134 -0.731 -2.373  -0.20
C11 -0.887 -0.043 -2.581  0.34
O1 -0.539 0.017 -3.776  -0.90
O2 -0.289 0.398 -1.573  -0.69
H25 -1.778 -2.309 -1.167  0.21
H26 -3.267 -1.621 -1.012  0.25
H27 -2.300 -1.320 -3.180  0.30
N7 5.174 -0.388 -8.498  -0.55
C12 4.627 -0.802 -7.576  0.08
C13 3.940 -1.326 -6.424  0.54
C14 2.812 -0.680 -5.922  -0.97
C15 2.143 -1.185 -4.822  -0.15
C16 2.625 -2.339 -4.211  0.64
C17 3.757 -2.985 -4.697  -0.58
C18 4.407 -2.485 -5.807  -0.82
N8 1.964 -2.845 -3.070  0.23
C19 1.830 -4.173 -2.699  -0.15
C20 1.104 -4.159 -1.551  -0.95
N9 0.785 -2.865 -1.201  -0.15
C21 1.316 -2.109 -2.130  -0.74
H28 2.451 0.219 -6.404  0.48
H29 1.244 -0.696 -4.448  0.61
H30 4.137 -3.861 -4.190  0.46
H31 5.290 -2.978 -6.194  0.44
H32 2.228 -4.975 -3.295  0.41
H33 0.804 -5.001 -0.949  0.46
H34 1.255 -1.031 -2.169  0.76
O3 0.922 -4.427 2.869  -0.66
Cl1 0.783 -3.177 3.564  1.76
O4 0.984 -3.344 4.979  -0.70
O5 -0.559 -2.652 3.333  -0.70
O6 1.746 -2.223 3.046  -0.72

***

> The highest energy relative to the best compared isomer or geometry (same formula, charge and spin) belongs to which entry?

C3H7N2

***

> orbital gap of number 2 (C23H33ClF12N2O9)?

10.18 eV